# C3H2ClN

A single C3H2ClN molecule in a non-equilibrium geometry (ωB97M-V/def2-TZVPD, the OMol25 dataset).

Output
HOMO energy: -10.54 eV
SMILES string: N#C/C=C\Cl
orbital gap: 10.63 eV

Element x y z (Å)
C -0.0920 0.9830 -0.0365
C -0.5347 -0.2615 0.1049
C 0.3378 -1.3933 0.0486
N 1.0306 -2.2975 0.0662
Cl 1.5683 1.6874 -0.0542
H -0.8134 1.8124 -0.1444
H -1.4966 -0.5306 0.0154

Cartesian forces (eV/Å) of the 2 atoms listed first:
0.026 1.956 0.076
4.306 0.437 -0.710

These are the Mulliken partial charges, in e, on atoms 1 to 4: atom 1 (C): -0.28, atom 2 (C): -0.20, atom 3 (C): 0.24, atom 4 (N): -0.32

=====

# C3H2ClNO

A 2-piece molecular cluster, C3H2ClNO overall in a non-equilibrium geometry (ωB97M-V/def2-TZVPD, the OMol25 dataset).

Output
HOMO energy: -10.24 eV
SMILES string: O=C=NCl.C#C
orbital gap: 10.03 eV

Element x y z (Å)
C -1.4737 0.1156 0.3717
C -1.7136 -0.6365 -0.5646
C 1.2761 0.9216 0.0129
N 1.3473 -0.2677 0.1646
O 0.9961 2.0430 -0.0672
Cl 2.5205 -1.4966 0.1523
H -1.0086 0.5767 1.2951
H -1.9440 -1.2561 -1.3650

Cartesian forces (eV/Å) of the 2 atoms listed first:
0.477 -1.306 -0.212
0.517 2.494 2.954

These are the Mulliken partial charges, in e, on atoms 1 to 4: atom 1 (C): -0.44, atom 2 (C): -0.32, atom 3 (C): 0.65, atom 4 (N): -0.26

=====

# C3H2ClNO

C3H2ClNO as an isolated structure in a non-equilibrium geometry (ωB97M-V/def2-TZVPD, the OMol25 dataset).

Output
HOMO energy (spin up / spin down): -10.49 / -9.69 eV
orbital gap (spin up / spin down): 8.28 / 6.53 eV

Element x y z (Å)
C -1.2151 0.3180 -0.2093
C -0.1931 0.2279 0.9245
C 0.4527 -0.7241 -0.0399
N -0.5349 -0.5024 -0.9800
O -0.0241 0.6677 2.0098
Cl 2.5107 0.7578 -1.2754
H -2.1682 0.7743 -0.4048
H 1.1720 -1.5193 -0.0248

Cartesian forces (eV/Å) of the 2 atoms listed first:
0.569 -0.364 0.000
-0.183 0.594 0.774

These are the Mulliken partial charges, in e, on atoms 1 to 4: atom 1 (C): -0.03, atom 2 (C): 0.80, atom 3 (C): -0.55, atom 4 (N): -0.29

=====

# C3H2ClNO

A single C3H2ClNO molecule in a non-equilibrium geometry (ωB97M-V/def2-TZVPD, the OMol25 dataset).

Output
HOMO energy: -11.03 eV
SMILES string: N#C[C@@H](Cl)C=O
orbital gap: 11.23 eV

Element x y z (Å)
C -0.0143 0.4895 0.2469
C -0.8598 -0.8298 -0.0427
C 1.3840 0.3573 -0.2333
H 0.0274 0.4483 1.2707
H -0.2918 -1.7624 0.1782
N 2.4133 0.0524 -0.5352
O -1.9325 -0.7918 -0.5770
Cl -0.7262 2.0365 -0.3077

Cartesian forces (eV/Å) of the 2 atoms listed first:
0.068 -0.433 -2.490
0.064 1.127 -1.755

These are the Mulliken partial charges, in e, on atoms 1 to 4: atom 1 (C): 0.19, atom 2 (C): 0.01, atom 3 (C): 0.01, atom 4 (H): 0.28

=====

# C3H2ClNO3

A 2-piece molecular cluster, C3H2ClNO3 overall in a non-equilibrium geometry (ωB97M-V/def2-TZVPD, the OMol25 dataset).

Output
HOMO energy: -9.96 eV
SMILES string: C=C=NOCl.O=C=O
orbital gap: 9.10 eV

Element x y z (Å)
C -0.3789 -0.8497 0.2973
C -1.1004 -0.0651 0.9600
C 0.2003 2.6669 -0.8873
N -1.8007 0.8461 1.3994
O -0.8980 2.9179 -0.8789
O 1.3325 2.4889 -0.9114
O -2.9171 1.5114 1.0700
Cl -3.6702 1.2273 -0.5087
H -0.4099 -1.9262 0.2823
H 0.2266 -0.4219 -0.4455

Cartesian forces (eV/Å) of the 2 atoms listed first:
1.538 -2.700 -1.456
-4.402 3.240 0.617

These are the Mulliken partial charges, in e, on atoms 1 to 4: atom 1 (C): -0.85, atom 2 (C): 0.69, atom 3 (C): 0.66, atom 4 (N): -0.16

=====

# C3H2ClNOS2

A 2-piece molecular cluster, C3H2ClNOS2 overall in a non-equilibrium geometry (ωB97M-V/def2-TZVPD, the OMol25 dataset).

Output
HOMO energy: -8.90 eV
orbital gap: 6.78 eV

Element x y z (Å)
C -1.4822 -0.6491 0.6548
C -1.5338 0.5782 0.1500
C 0.4253 -0.8471 -0.4759
N -0.4290 -1.4499 0.1680
O 0.8143 1.8787 -0.2687
S 2.9628 -1.3715 -0.7858
S -0.0056 0.8846 -0.9634
Cl 3.4145 0.4707 -0.3460
H -2.2679 -0.9624 1.3114
H -1.8983 1.4677 0.5555

Cartesian forces (eV/Å) of the 2 atoms listed first:
-0.934 1.433 -1.164
2.877 -0.438 -0.902

These are the Mulliken partial charges, in e, on atoms 1 to 4: atom 1 (C): -0.27, atom 2 (C): -0.32, atom 3 (C): 0.35, atom 4 (N): -0.40

=====

# C3H2ClNOS2

A single C3H2ClNOS2 molecule in a non-equilibrium geometry (ωB97M-V/def2-TZVPD, the OMol25 dataset).

Output
HOMO energy: -9.36 eV
orbital gap: 8.46 eV

Element x y z (Å)
C 1.3778 -0.0157 0.3849
C 0.8904 -1.2171 0.6953
C -0.5845 0.3020 -0.5220
N 0.5236 0.8363 -0.3291
O -1.7083 -1.4158 1.2207
S -2.1223 1.3850 -1.6817
S -0.8191 -1.4386 0.0647
Cl -1.2874 3.1880 -1.6953
H 2.3491 0.3819 0.6345
H 1.3807 -2.0060 1.2280

Cartesian forces (eV/Å) of the 2 atoms listed first:
0.179 -0.882 0.410
-0.296 0.212 -0.471

These are the Mulliken partial charges, in e, on atoms 1 to 4: atom 1 (C): -0.27, atom 2 (C): -0.36, atom 3 (C): 0.45, atom 4 (N): -0.33

=====

# C3H2F2I2O

A single C3H2F2I2O molecule in a non-equilibrium geometry (ωB97M-V/def2-TZVPD, the OMol25 dataset).

Output
HOMO energy (spin up / spin down): -7.34 / -10.01 eV
spin multiplicity: 3
orbital gap (spin up / spin down): 7.66 / 7.81 eV
⟨S²⟩: 2.010

Element x y z (Å)
C 0.4040 0.1723 0.1441
C 0.9929 1.5486 0.5495
C 2.5075 0.4333 -0.6707
O 1.4309 -0.3234 -0.7243
F 1.2256 1.7520 1.8549
F 2.7955 1.0724 -1.8712
I 0.0335 3.2879 -0.1137
I 4.2929 -0.4112 0.1989
H 0.3175 -0.4541 1.0015
H -0.4280 0.2997 -0.3470

Cartesian forces (eV/Å) of the 2 atoms listed first:
5.369 2.043 3.206
-3.481 0.965 1.408

These are the Mulliken partial charges, in e, on atoms 1 to 4: atom 1 (C): -0.45, atom 2 (C): 0.22, atom 3 (C): 0.18, atom 4 (O): -0.27

=====

# C3H2F2N2O

A 2-piece molecular cluster, C3H2F2N2O overall in a non-equilibrium geometry (ωB97M-V/def2-TZVPD, the OMol25 dataset).

Output
HOMO energy: -10.92 eV
SMILES string: O=C(F)/N=N\F.C#C
orbital gap: 10.20 eV

Element x y z (Å)
C 2.4807 -0.1277 0.3851
C 2.2406 0.1810 -0.7425
C -2.0122 -0.7675 0.0950
N -0.4549 1.0224 -0.2612
N -1.0445 0.0215 -0.3925
O -2.0974 -1.8437 0.5563
F -0.6874 1.6174 1.0793
F -3.1294 -0.0816 -0.2862
H 2.6981 -0.4765 1.3803
H 2.0066 0.4547 -1.8135

Cartesian forces (eV/Å) of the 2 atoms listed first:
0.208 -0.437 0.685
-0.375 0.546 -2.386

These are the Mulliken partial charges, in e, on atoms 1 to 4: atom 1 (C): -0.23, atom 2 (C): -0.42, atom 3 (C): 0.62, atom 4 (N): -0.03

=====

# C3H2F2N2S

A single C3H2F2N2S molecule in a non-equilibrium geometry (ωB97M-V/def2-TZVPD, the OMol25 dataset).

Output
HOMO energy: -9.23 eV
SMILES string: FC1(F)C=NNC1=S
orbital gap: 8.45 eV

Element x y z (Å)
C 0.2064 -0.9305 -0.0004
C 1.3375 0.0446 -0.2452
C -1.0806 -0.0304 0.0853
H 2.3754 -0.2057 -0.1808
H -0.8130 2.2192 0.2470
N 0.9242 1.2236 -0.1436
N -0.4416 1.2305 0.0187
F 0.3474 -1.4769 1.2036
F -0.1433 -1.8204 -1.0104
S -2.7124 -0.2540 0.0258

Cartesian forces (eV/Å) of the 2 atoms listed first:
-2.876 0.344 -1.300
-0.336 -1.492 0.295

These are the Mulliken partial charges, in e, on atoms 1 to 4: atom 1 (C): 1.33, atom 2 (C): -0.55, atom 3 (C): -0.29, atom 4 (H): 0.39

=====

E for every record listed, in sequence, given in eV: -17154.44289; -19199.16675; -19198.86868; -19201.87885; -23293.69260; -40868.14544; -40870.17868; -26821.60887; -13600.39080; -22391.73414.